1.
67
Properties=species:S:1:pos:R:3:nbo_charge:R:1 method="wB97M-V/def2-TZVPD" e_tot_ha=-1933.28660 s2=0.80 charge=+1 homo_ev="-11.269 / -11.269" spin_multiplicity=2 lumo_ev="-2.425 / -5.486"
Sr -0.19 -0.51 -0.16 1.830
C -0.15 4.21 0.33 -0.337
C -0.61 3.05 -0.29 -0.040
N 0.06 1.98 0.13 -0.444
N 0.97 2.43 1.03 -0.341
C 0.85 3.76 1.17 0.016
B 1.90 1.54 1.93 0.939
N 1.04 0.68 2.90 -0.345
C 1.08 0.53 4.23 0.018
C 0.19 -0.46 4.59 -0.342
C -0.36 -0.88 3.38 -0.034
N 0.15 -0.20 2.36 -0.454
N 2.78 0.56 1.08 -0.341
C 4.02 0.14 1.40 -0.001
C 4.41 -0.83 0.51 -0.333
C 3.31 -0.97 -0.34 -0.044
N 2.33 -0.13 0.01 -0.435
N 2.84 2.49 2.66 -0.401
C 3.89 3.15 2.10 -0.041
C 4.26 4.15 2.96 -0.344
C 3.35 4.04 4.03 -0.043
N 2.49 3.06 3.84 -0.291
H -0.49 5.22 0.20 0.242
H -1.39 2.95 -1.02 0.197
H 1.47 4.32 1.85 0.244
H 1.71 1.16 4.83 0.260
H -0.03 -0.82 5.58 0.239
H -1.10 -1.65 3.22 0.198
H 4.55 0.56 2.24 0.242
H 5.34 -1.36 0.47 0.243
H 3.19 -1.62 -1.19 0.205
H 4.29 2.86 1.14 0.228
H 5.07 4.85 2.84 0.239
H 3.29 4.64 4.92 0.217
C 0.59 -2.13 -3.53 -0.615
C -0.84 -1.60 -3.51 -0.235
N -0.96 -0.34 -2.75 -0.523
C -0.10 0.74 -3.28 -0.237
C -0.27 1.07 -4.76 -0.642
C -2.36 0.09 -2.65 -0.225
C -3.29 -0.93 -1.98 -0.293
N -2.64 -1.55 -0.84 -0.414
C -3.21 -2.57 -0.20 0.013
C -2.40 -3.27 0.74 0.335
F -1.11 -2.90 0.84 -0.321
C -2.86 -4.32 1.49 0.339
F -2.04 -4.93 2.34 -0.276
C -4.18 -4.75 1.36 -0.251
C -5.00 -4.10 0.45 0.323
F -6.26 -4.49 0.31 -0.275
C -4.55 -3.05 -0.32 0.382
F -5.39 -2.46 -1.16 -0.285
H 0.61 -3.12 -3.99 0.240
H 0.99 -2.23 -2.52 0.181
H 1.26 -1.49 -4.10 0.222
H -1.47 -2.34 -3.03 0.197
H -1.21 -1.48 -4.53 0.193
H 0.94 0.47 -3.09 0.207
H -0.30 1.63 -2.68 0.211
H 0.02 0.24 -5.40 0.211
H 0.36 1.92 -5.00 0.238
H -1.30 1.35 -5.00 0.211
H -2.79 0.32 -3.64 0.204
H -2.38 1.03 -2.09 0.200
H -3.60 -1.69 -2.69 0.219
H -4.20 -0.41 -1.68 0.242
H -4.55 -5.57 1.95 0.273

---

2.
10
Properties=species:S:1:pos:R:3:nbo_charge:R:1 method="wB97M-V/def2-TZVPD" e_tot_ha=-628.20829 homo_ev=-8.399 e_above_lowest_kj_mol=70.1 smiles=Sc1ccoc1 lumo_ev=0.822
C 0.29 -0.02 0.04 -0.275
C -0.65 -1.15 0.01 -0.316
C -1.89 -0.64 -0.02 0.104
C -0.49 1.09 -0.03 0.067
H 2.33 1.21 0.04 0.134
H -0.45 -2.22 -0.01 0.237
H -2.86 -1.10 -0.03 0.211
H -0.24 2.14 -0.02 0.207
O -1.84 0.76 0.02 -0.419
S 2.03 -0.11 -0.01 0.050